No. 1
The following is a DFT calculation (ωB97M-V/def2-TZVPD) of a cluster of 3 separate species, C3H10O3 in total at a distorted geometry.

Each line ends with the Mulliken charge.
CARTESIAN COORDINATES (ANGSTROEM)
O: 0.75 -0.02 1.37  -0.58
C: 1.29 -0.88 0.71  -0.03
C: 0.93 -1.15 -0.72  -0.26
C: 1.80 -0.31 -1.71  -1.06
H: 1.99 -1.52 1.27  0.39
H: 1.31 -2.16 -0.92  0.23
H: -0.15 -1.14 -0.82  0.31
H: 2.81 -0.70 -1.65  0.34
H: 1.38 -0.35 -2.71  0.30
H: 1.71 0.72 -1.36  0.29
H: -2.96 1.02 -1.40  0.30
H: -2.09 0.82 -0.21  0.37
O: -2.12 0.62 -1.17  -0.63
H: -0.96 0.78 1.54  0.43
H: -2.36 0.94 2.26  0.31
O: -1.76 1.30 1.63  -0.71

Summary:
frontier orbital gap = 11.000 eV
maximum force = 2.004 eV Å⁻¹
multiplicity = 1
total charge = 0
highest occupied orbital energy = -10.2 eV
E_LUMO = 0.759 eV
SMILES string = CCC=O.O.O


No. 2
The following is a DFT calculation (ωB97M-V/def2-TZVPD) of a cluster of 13 separate species, C40H70Cl12F12NO12P2 in total at a distorted geometry.

Each line ends with the Mulliken charge.
CARTESIAN COORDINATES (ANGSTROEM)
C: -0.68 -2.92 -0.24  -1.28
C: -0.32 -1.45 0.30  -0.30
C: -0.11 -0.43 -0.79  -0.95
N: 0.11 1.06 -0.43  0.27
C: -1.03 1.57 0.41  -1.08
C: 0.44 1.93 -1.74  -0.60
C: 1.44 3.02 -1.32  -0.58
C: 2.08 2.50 0.01  -0.78
C: 1.44 1.16 0.44  -0.65
H: 0.18 -3.37 -0.73  0.36
H: -1.58 -3.01 -0.85  0.35
H: -1.02 -3.44 0.66  0.39
H: 0.49 -1.37 1.03  0.39
H: -1.19 -1.18 0.90  0.30
H: -1.07 -0.39 -1.30  0.46
H: 0.59 -0.72 -1.57  0.47
H: -1.96 1.51 -0.17  0.36
H: -0.82 2.64 0.50  0.48
H: -1.13 1.15 1.41  0.34
H: -0.48 2.32 -2.16  0.42
H: 0.87 1.33 -2.55  0.32
H: 0.86 3.93 -1.22  0.34
H: 2.11 3.28 -2.14  0.36
H: 1.93 3.23 0.81  0.33
H: 3.16 2.36 0.05  0.42
H: 1.25 0.99 1.50  0.46
H: 2.02 0.30 0.12  0.41
P: 3.91 10.04 0.59  1.17
F: 4.16 9.10 1.83  -0.33
F: 2.27 9.93 0.67  -0.36
F: 3.81 11.41 1.58  -0.39
F: 3.86 11.08 -0.66  -0.35
F: 5.58 10.01 0.57  -0.39
F: 3.94 8.80 -0.46  -0.35
P: 9.58 4.64 0.10  1.14
F: 10.65 3.40 -0.22  -0.38
F: 8.49 4.01 -0.96  -0.36
F: 9.16 3.83 1.35  -0.31
F: 8.52 5.88 0.41  -0.37
F: 10.67 5.58 0.87  -0.36
F: 10.08 5.63 -1.06  -0.35
Cl: -1.62 -1.04 6.91  -0.17
C: -1.56 -2.47 8.02  -0.57
C: -1.17 -3.87 7.36  -0.30
Cl: 0.35 -3.65 6.59  -0.14
H: -2.57 -2.47 8.41  0.31
H: -0.89 -2.25 8.86  0.35
H: -1.96 -4.25 6.71  0.28
H: -1.07 -4.51 8.23  0.26
Cl: 5.54 -3.50 -2.69  -0.17
C: 7.10 -4.06 -3.34  -0.44
C: 8.14 -2.85 -3.18  -0.43
Cl: 7.53 -1.45 -4.20  -0.17
H: 6.94 -4.23 -4.41  0.30
H: 7.35 -4.97 -2.82  0.31
H: 9.18 -3.04 -3.45  0.34
H: 7.97 -2.55 -2.15  0.26
Cl: 6.53 6.17 -10.01  -0.20
C: 5.04 5.75 -9.03  -0.39
C: 5.02 4.25 -8.83  -0.47
Cl: 3.66 3.74 -7.77  -0.20
H: 4.24 6.06 -9.70  0.29
H: 5.05 6.19 -8.03  0.33
H: 6.01 4.00 -8.47  0.33
H: 4.88 3.71 -9.77  0.32
Cl: -1.31 -2.84 -7.02  -0.19
C: -1.90 -4.55 -6.76  -0.42
C: -1.43 -5.66 -7.80  -0.38
Cl: 0.07 -6.47 -7.28  -0.19
H: -2.98 -4.43 -6.81  0.30
H: -1.47 -4.90 -5.82  0.30
H: -1.25 -5.15 -8.75  0.32
H: -2.08 -6.54 -7.77  0.27
Cl: 1.13 10.02 8.07  -0.20
C: 1.38 8.95 6.68  -0.43
C: 0.30 7.83 6.72  -0.46
Cl: 0.68 6.94 5.18  -0.19
H: 2.31 8.39 6.79  0.31
H: 1.25 9.44 5.71  0.35
H: -0.73 8.16 6.58  0.31
H: 0.40 7.19 7.59  0.32
Cl: 0.97 10.28 -8.22  -0.18
C: 0.60 10.31 -6.52  -0.51
C: 0.68 8.89 -5.85  -0.32
Cl: -0.77 8.06 -6.37  -0.21
H: -0.36 10.82 -6.49  0.32
H: 1.30 11.00 -6.07  0.33
H: 0.37 9.06 -4.82  0.24
H: 1.61 8.35 -6.01  0.34
C: 3.98 -8.15 1.91  -0.71
O: 4.44 -6.75 2.08  -0.31
C: 5.72 -6.74 2.69  -0.41
C: 6.15 -5.26 2.86  -0.36
O: 7.47 -5.13 3.24  -0.36
C: 7.99 -3.75 3.29  -0.71
H: 3.05 -8.17 1.34  0.24
H: 3.75 -8.46 2.93  0.30
H: 4.70 -8.78 1.38  0.29
H: 6.32 -7.27 1.95  0.32
H: 5.87 -7.20 3.66  0.29
H: 5.44 -4.84 3.57  0.24
H: 6.09 -4.71 1.93  0.30
H: 9.03 -3.75 3.62  0.30
H: 7.34 -3.00 3.74  0.29
H: 8.20 -3.52 2.24  0.27
C: -5.63 4.65 4.18  -0.71
O: -5.88 4.10 2.96  -0.28
C: -6.93 4.69 2.15  -0.72
C: -6.54 5.83 1.16  -0.31
O: -5.64 5.30 0.17  -0.32
C: -4.60 6.17 -0.36  -0.70
H: -6.55 4.84 4.73  0.33
H: -4.91 5.46 4.09  0.28
H: -5.07 3.93 4.77  0.23
H: -7.87 4.87 2.66  0.45
H: -7.32 3.86 1.55  0.32
H: -5.93 6.38 1.88  0.24
H: -7.38 6.38 0.74  0.36
H: -4.00 6.60 0.44  0.32
H: -4.97 6.85 -1.12  0.31
H: -3.89 5.63 -0.99  0.22
C: -6.92 -4.08 4.46  -0.68
C: -7.03 -2.80 4.85  0.52
C: -7.73 -2.31 6.09  0.52
O: -7.79 -1.17 6.44  -0.56
C: -8.28 -3.44 6.85  -0.80
C: -8.19 -4.77 6.45  0.37
C: -7.50 -5.19 5.25  0.79
O: -7.36 -6.34 4.88  -0.61
O: -8.41 -5.81 7.29  -0.51
O: -6.48 -1.81 4.03  -0.52
H: -6.63 -4.24 3.43  0.40
H: -8.81 -3.26 7.77  0.41
H: -8.00 -6.59 6.92  0.35
H: -6.75 -0.92 4.27  0.33
C: -5.81 -9.39 -3.29  -0.79
C: -7.16 -9.74 -3.35  0.41
C: -7.71 -11.01 -3.80  0.74
O: -8.90 -11.24 -3.76  -0.59
C: -6.64 -11.92 -4.25  -0.89
C: -5.34 -11.57 -4.32  0.44
C: -4.78 -10.28 -3.83  0.85
O: -3.56 -9.93 -3.95  -0.63
O: -4.42 -12.39 -4.84  -0.52
O: -8.01 -8.75 -3.03  -0.51
H: -5.54 -8.38 -3.05  0.41
H: -6.99 -12.80 -4.76  0.39
H: -3.58 -11.97 -5.04  0.35
H: -8.83 -9.22 -2.86  0.34

Summary:
frontier orbital gap = 5.220 eV
maximum force = 4.786 eV Å⁻¹
multiplicity = 1
total charge = -1
highest occupied orbital energy = -7.0 eV
E_LUMO = -1.802 eV


No. 3
The following is a DFT calculation (ωB97M-V/def2-TZVPD) of a cluster of 2 separate species, C5H16N2O in total at a distorted geometry.

Each line ends with the Mulliken charge.
CARTESIAN COORDINATES (ANGSTROEM)
C: 0.72 0.70 -1.51  -1.26
C: 0.54 -0.74 -1.02  0.20
C: -0.58 -0.97 0.00  -0.98
C: -0.21 -0.61 1.44  0.49
C: 0.09 -1.38 2.46  -0.96
N: -0.07 0.87 1.65  -0.21
N: 0.40 -1.73 -2.17  -0.25
H: 1.64 0.83 -2.15  0.39
H: 1.01 1.35 -0.67  0.28
H: -0.05 1.30 -2.02  0.34
H: 1.49 -1.06 -0.62  0.29
H: -0.95 -2.01 0.18  0.51
H: -1.43 -0.37 -0.35  0.36
H: 0.56 -1.06 3.42  0.30
H: 0.02 -2.56 2.42  0.24
H: -0.85 1.48 1.31  0.41
H: -0.14 0.95 2.67  0.41
H: 0.77 1.29 1.26  0.29
H: 1.28 -1.87 -2.69  0.39
H: 0.20 -2.67 -1.76  0.39
H: -0.45 -1.50 -2.68  0.36
H: -1.70 3.21 -0.42  0.31
H: -1.21 3.59 0.99  0.31
O: -1.09 2.95 0.27  -0.63

Summary:
frontier orbital gap = 11.855 eV
maximum force = 3.223 eV Å⁻¹
multiplicity = 1
total charge = +2
highest occupied orbital energy = -18.4 eV
E_LUMO = -6.578 eV